{
  "formula": "C3H2N2O3",
  "method": "ωB97M-V/def2-TZVPD",
  "elements": ["C", "C", "C", "H", "H", "N", "N", "O", "O", "O"],
  "positions_angstrom": [[-0.007, 1.685, -1.534], [-0.283, -0.695, 0.413], [0.493, -1.679, 1.400], [-0.822, 1.637, -2.672], [-1.633, 0.602, -0.548], [-0.829, 1.289, -0.453], [0.659, -2.708, 2.083], [1.184, 1.916, -1.308], [-0.155, 0.610, 0.702], [-0.725, -1.047, -0.627]],
  "forces_ev_per_angstrom": [[0.7, -1.0, 0.0], [3.0, -0.6, 0.7], [-1.0, -5.8, 3.5], [2.8, 0.6, 3.3], [1.1, 1.9, -1.1], [-1.2, -0.7, 1.3], [-0.9, 7.5, -4.9], [-3.5, -0.3, -1.9], [-0.4, 0.6, -1.0], [-0.6, -2.1, 0.1]],
  "lowdin_charge": [-0.29, -0.47, 0.00, 0.23, 0.14, 0.05, 0.15, 0.04, 0.04, 0.13],
  "energy_ev": -12261.03238,
  "lumo_energy_ha": -0.03103,
  "e_above_lowest_kcal_mol": 137.20,
  "charge": 0,
  "orbital_gap_ev": 10.2
}



{
  "formula": "C39H34BClN5O5V",
  "method": "ωB97M-V/def2-TZVPD",
  "elements": ["V", "C", "C", "N", "N", "C", "O", "C", "C", "C", "C", "C", "C", "C", "C", "C", "C", "C", "N", "H", "H", "H", "H", "H", "H", "H", "H", "H", "H", "H", "H", "O", "C", "O", "C", "C", "C", "C", "C", "C", "C", "C", "C", "N", "H", "H", "H", "H", "H", "H", "Cl", "C", "C", "C", "C", "N", "C", "H", "H", "H", "H", "C", "C", "C", "C", "C", "C", "C", "C", "O", "B", "O", "C", "C", "H", "H", "H", "H", "H", "H", "H", "H", "H", "H", "H", "H"],
  "positions_angstrom": [[-0.881, -0.400, -0.406], [3.001, -1.961, 0.988], [1.580, -1.549, 0.808], [1.075, -1.126, -0.299], [1.866, -1.023, -1.413], [1.164, -0.399, -2.343], [-0.033, 0.015, -2.191], [1.836, -0.111, -3.640], [1.134, 0.576, -4.624], [1.732, 0.847, -5.846], [3.032, 0.430, -6.091], [3.735, -0.261, -5.111], [3.140, -0.532, -3.889], [0.627, -1.527, 1.912], [0.916, -1.987, 3.196], [-0.046, -1.890, 4.181], [-1.276, -1.321, 3.875], [-1.485, -0.863, 2.589], [-0.560, -0.954, 1.634], [3.555, -1.749, 0.079], [3.069, -3.032, 1.200], [3.454, -1.421, 1.823], [0.119, 0.885, -4.412], [1.180, 1.383, -6.608], [3.499, 0.640, -7.046], [4.748, -0.591, -5.302], [3.672, -1.070, -3.117], [1.880, -2.429, 3.403], [0.157, -2.255, 5.180], [-2.060, -1.230, 4.613], [-2.423, -0.405, 2.296], [-4.888, 0.008, -0.610], [-3.730, -0.379, -0.507], [-2.670, 0.378, -0.618], [-3.413, -1.805, -0.226], [-4.407, -2.696, 0.142], [-4.094, -3.999, 0.463], [-2.735, -4.422, 0.354], [-2.338, -5.741, 0.613], [-1.029, -6.156, 0.438], [-0.084, -5.247, -0.025], [-0.450, -3.935, -0.283], [-1.757, -3.476, -0.075], [-2.083, -2.151, -0.312], [-5.419, -2.315, 0.172], [-4.851, -4.707, 0.775], [-3.092, -6.445, 0.950], [-0.749, -7.182, 0.644], [0.935, -5.564, -0.215], [0.273, -3.255, -0.705], [1.280, -5.266, -3.721], [-0.354, -4.694, -3.534], [-1.352, -5.554, -3.121], [-2.615, -5.025, -2.941], [-2.818, -3.674, -3.189], [-1.856, -2.850, -3.600], [-0.638, -3.358, -3.762], [-1.133, -6.593, -2.913], [-3.429, -5.640, -2.582], [-3.791, -3.225, -3.026], [0.147, -2.677, -4.076], [1.726, 7.907, 2.139], [0.767, 6.966, 2.881], [1.093, 6.992, 4.380], [-0.655, 7.496, 2.695], [0.927, 5.540, 2.345], [2.175, 4.918, 2.427], [2.402, 3.623, 1.961], [1.331, 2.959, 1.407], [1.266, 1.704, 0.881], [-0.080, 1.507, 0.437], [-0.792, 2.698, 0.735], [0.088, 3.559, 1.319], [-0.143, 4.839, 1.776], [1.616, 8.930, 2.511], [1.514, 7.905, 1.069], [2.765, 7.608, 2.275], [0.986, 8.006, 4.776], [2.114, 6.660, 4.571], [0.419, 6.334, 4.931], [-0.717, 8.514, 3.086], [-1.385, 6.887, 3.231], [-0.939, 7.523, 1.642], [3.008, 5.455, 2.865], [3.377, 3.160, 2.029], [-1.132, 5.264, 1.682]],
  "forces_ev_per_angstrom": [[-0.3, -0.2, -0.1], [0.0, -0.1, 0.0], [0.0, 0.1, -0.1], [0.4, 0.0, 0.0], [-0.1, 0.0, 0.0], [0.0, 0.1, 0.1], [0.0, 0.1, 0.1], [0.0, -0.2, 0.0], [0.0, 0.0, 0.0], [0.0, 0.0, 0.0], [0.0, 0.0, 0.0], [0.0, 0.0, 0.0], [0.0, 0.0, 0.0], [0.0, 0.2, 0.2], [0.0, -0.1, -0.1], [-0.1, 0.0, 0.0], [0.1, 0.0, 0.0], [-0.1, 0.0, 0.0], [0.1, 0.0, 0.0], [0.0, 0.0, 0.0], [0.0, 0.0, 0.0], [0.0, 0.0, 0.0], [0.0, 0.0, 0.0], [0.0, 0.0, 0.0], [0.0, 0.0, 0.0], [0.0, 0.0, 0.0], [0.0, 0.0, 0.0], [0.0, 0.0, 0.0], [0.0, 0.0, 0.0], [0.0, 0.0, 0.0], [0.0, 0.0, 0.0], [0.0, 0.1, 0.0], [0.0, 0.0, -0.1], [0.0, -0.1, 0.1], [0.1, 0.0, 0.0], [0.0, 0.0, 0.0], [-0.1, 0.0, 0.0], [0.1, 0.0, 0.0], [0.0, 0.0, 0.0], [0.0, 0.0, 0.0], [0.0, 0.0, 0.0], [0.0, 0.0, 0.0], [-0.1, 0.1, 0.0], [-0.1, -0.2, -0.1], [0.0, 0.0, 0.0], [0.0, 0.0, 0.0], [0.0, 0.0, 0.0], [0.0, 0.0, 0.0], [0.0, 0.0, 0.0], [0.0, 0.0, 0.0], [0.0, 0.0, 0.0], [0.1, 0.0, 0.0], [0.0, -0.1, 0.0], [-0.1, 0.0, 0.0], [0.0, 0.1, 0.0], [0.0, -0.2, 0.0], [0.0, 0.1, 0.0], [0.0, 0.0, 0.0], [0.0, 0.0, 0.0], [0.0, 0.0, 0.0], [0.0, 0.0, 0.0], [0.0, 0.0, 0.0], [0.0, 0.0, 0.0], [0.0, 0.0, 0.0], [0.0, 0.0, 0.0], [0.0, 0.0, 0.0], [0.0, 0.0, 0.0], [0.0, 0.0, 0.0], [0.1, 0.0, 0.0], [-0.1, 0.0, 0.0], [0.1, 0.0, 0.0], [0.1, 0.0, 0.0], [-0.1, 0.0, 0.0], [0.1, 0.0, 0.0], [0.0, 0.0, 0.0], [0.0, 0.0, 0.0], [0.0, 0.0, 0.0], [0.0, 0.0, 0.0], [0.0, 0.0, 0.0], [0.0, 0.0, 0.0], [0.0, 0.0, 0.0], [0.0, 0.0, 0.0], [0.0, 0.0, 0.0], [0.0, 0.0, 0.0], [0.0, 0.0, 0.0], [0.0, 0.0, 0.0]],
  "lowdin_charge": [0.92, -0.01, -0.28, -0.06, 0.11, -0.44, -0.10, -0.14, -0.02, -0.08, -0.10, -0.09, -0.03, -0.20, 0.00, -0.06, -0.04, -0.07, 0.03, 0.07, 0.09, 0.08, 0.12, 0.10, 0.09, 0.10, 0.10, 0.11, 0.10, 0.10, 0.13, 0.03, -0.59, -0.14, -0.23, -0.04, -0.05, -0.19, -0.07, -0.12, -0.12, -0.05, -0.21, 0.03, 0.11, 0.09, 0.10, 0.09, 0.09, 0.09, 0.64, -0.66, -0.11, -0.06, -0.14, 0.10, -0.17, 0.11, 0.11, 0.11, 0.10, -0.06, -0.57, -0.06, -0.08, -0.18, -0.05, 0.01, -0.23, 0.11, -0.35, 0.14, -0.21, 0.07, 0.08, 0.09, 0.07, 0.08, 0.07, 0.09, 0.08, 0.09, 0.09, 0.10, 0.11, 0.12],
  "energy_ev": -97576.31079,
  "lumo_energy_ha": [0.07860, 0.07122],
  "e_above_lowest_kcal_mol": 5.53,
  "charge": -1,
  "spin_multiplicity": 4,
  "s2": 3.794,
  "orbital_gap_ev": [4.6, 7.1]
}



{
  "formula": "C25H34CoN2O2Se2",
  "method": "ωB97M-V/def2-TZVPD",
  "elements": ["Co", "C", "C", "C", "C", "C", "C", "C", "C", "N", "C", "C", "C", "C", "N", "C", "C", "C", "C", "C", "C", "C", "C", "H", "H", "H", "H", "H", "H", "H", "H", "H", "H", "H", "H", "H", "H", "H", "H", "H", "H", "H", "H", "H", "H", "H", "H", "O", "C", "C", "C", "O", "C", "Se", "C", "Se", "H", "H", "H", "H", "H", "H", "H", "H", "H", "H"],
  "positions_angstrom": [[0.122, 0.018, 0.858], [3.299, -2.639, 1.758], [3.637, -1.828, 0.534], [4.967, -1.577, 0.208], [5.303, -0.878, -0.938], [4.308, -0.419, -1.789], [2.969, -0.635, -1.496], [1.881, -0.167, -2.425], [2.664, -1.335, -0.329], [1.270, -1.470, -0.001], [0.648, -2.573, -0.107], [1.247, -3.854, -0.589], [-0.844, -2.546, 0.223], [-1.567, -3.852, 0.249], [-1.359, -1.404, 0.474], [-2.787, -1.251, 0.551], [-3.357, -0.848, 1.757], [-2.512, -0.578, 2.971], [-4.736, -0.701, 1.813], [-5.520, -0.905, 0.689], [-4.924, -1.243, -0.513], [-3.547, -1.422, -0.609], [-2.938, -1.729, -1.955], [4.071, -2.521, 2.517], [3.244, -3.705, 1.518], [2.350, -2.351, 2.208], [5.744, -1.941, 0.869], [6.343, -0.694, -1.173], [4.568, 0.119, -2.691], [2.294, 0.443, -3.225], [1.128, 0.430, -1.906], [1.362, -1.012, -2.885], [2.238, -3.682, -1.000], [0.611, -4.311, -1.346], [1.330, -4.568, 0.234], [-1.022, -4.535, 0.904], [-1.598, -4.319, -0.736], [-2.583, -3.733, 0.614], [-1.954, -1.457, 3.298], [-3.133, -0.241, 3.799], [-1.782, 0.209, 2.767], [-5.194, -0.410, 2.750], [-6.593, -0.780, 0.746], [-5.528, -1.361, -1.403], [-3.574, -1.334, -2.744], [-2.846, -2.803, -2.131], [-1.951, -1.280, -2.073], [2.852, 2.663, 2.037], [2.145, 3.617, 2.808], [0.675, 3.245, 2.920], [0.059, 4.346, 3.819], [-1.313, 4.133, 4.102], [0.466, 1.933, 3.683], [1.182, 0.288, 2.918], [-0.082, 3.297, 1.592], [0.457, 2.157, 0.091], [3.772, 2.940, 1.974], [2.220, 4.616, 2.362], [2.555, 3.672, 3.824], [0.219, 5.323, 3.356], [0.578, 4.347, 4.779], [-1.850, 4.603, 3.458], [-0.602, 1.772, 3.829], [0.929, 2.008, 4.666], [-0.021, 4.310, 1.191], [-1.132, 3.072, 1.777]],
  "forces_ev_per_angstrom": [[-0.4, -0.3, -0.2], [0.0, 0.0, 0.0], [0.1, -0.1, 0.1], [0.0, 0.0, 0.0], [0.0, 0.0, 0.0], [0.0, 0.0, 0.0], [0.0, 0.1, -0.1], [0.0, 0.0, 0.0], [-0.3, 0.0, 0.1], [0.2, 0.1, -0.1], [-0.3, -0.2, 0.0], [0.0, 0.0, 0.0], [0.3, -0.2, 0.0], [0.0, 0.0, 0.0], [0.0, 0.0, -0.1], [0.2, 0.0, 0.0], [0.0, 0.0, 0.1], [0.0, 0.0, 0.0], [0.0, 0.0, 0.0], [0.0, 0.0, 0.0], [0.0, 0.0, 0.0], [0.0, 0.1, -0.1], [0.0, 0.0, 0.0], [0.0, 0.0, 0.0], [0.0, 0.0, 0.0], [0.0, 0.0, 0.0], [0.0, 0.0, 0.0], [0.0, 0.0, 0.0], [0.0, 0.0, 0.0], [0.0, 0.0, 0.0], [0.0, 0.0, 0.0], [0.0, 0.0, 0.0], [0.0, 0.0, 0.0], [0.0, 0.0, 0.0], [0.0, 0.0, 0.0], [0.0, 0.0, 0.0], [0.0, 0.0, 0.0], [0.0, 0.0, 0.0], [0.0, 0.0, 0.0], [0.0, 0.0, 0.0], [0.0, 0.0, 0.0], [0.0, 0.0, 0.0], [0.0, 0.0, 0.0], [0.0, 0.0, 0.0], [0.0, 0.0, 0.0], [0.0, 0.0, 0.0], [0.0, 0.0, 0.0], [0.0, 0.1, 0.0], [0.1, 0.0, 0.0], [-0.1, 0.0, 0.1], [-0.1, 0.0, 0.1], [0.1, 0.0, -0.1], [0.0, -0.1, 0.0], [0.3, 0.1, 0.2], [-0.1, 0.0, 0.0], [0.2, 0.2, 0.0], [0.0, 0.0, 0.0], [0.0, 0.0, 0.0], [0.0, 0.0, 0.0], [0.0, 0.0, 0.0], [0.0, 0.0, 0.0], [0.0, 0.0, 0.0], [0.0, 0.0, 0.0], [0.0, 0.0, 0.0], [0.0, 0.0, 0.0], [0.0, 0.0, 0.0]],
  "lowdin_charge": [0.12, -0.04, -0.21, -0.03, -0.06, -0.03, -0.20, -0.03, -0.20, 0.06, -0.22, 0.01, -0.22, 0.01, 0.08, -0.19, -0.20, -0.03, -0.03, -0.06, -0.03, -0.21, -0.02, 0.09, 0.08, 0.04, 0.12, 0.11, 0.12, 0.09, 0.00, 0.09, 0.10, 0.10, 0.10, 0.10, 0.10, 0.10, 0.09, 0.09, 0.03, 0.12, 0.11, 0.12, 0.09, 0.08, 0.08, -0.12, -0.23, -0.56, -0.21, -0.04, -0.46, 0.88, -0.48, 0.80, 0.11, 0.14, 0.14, 0.14, 0.13, 0.10, 0.06, 0.08, 0.07, 0.07],
  "energy_ev": -201866.33433,
  "lumo_energy_ha": [-0.13259, -0.18125],
  "charge": 1,
  "spin_multiplicity": 5,
  "s2": 6.029,
  "orbital_gap_ev": [7.2, 5.8]
}



{
  "formula": "H3N2O2P",
  "method": "ωB97M-V/def2-TZVPD",
  "elements": ["N", "N", "O", "O", "P", "H", "H", "H"],
  "positions_angstrom": [[0.366, -0.922, -0.349], [-0.778, -0.693, 1.879], [-1.660, -1.098, 1.170], [-0.781, -0.715, 3.075], [0.794, -0.435, 1.084], [-0.676, -1.006, -0.494], [0.779, -1.227, -1.209], [-0.270, 2.140, 1.219]],
  "forces_ev_per_angstrom": [[-3.3, -1.1, -3.2], [1.0, -1.2, -0.9], [-2.3, -0.2, -0.6], [-0.1, 0.7, 1.7], [2.2, 2.1, 2.2], [1.1, 0.2, 0.6], [1.1, 0.2, 0.3], [0.3, -0.6, 0.0]],
  "lowdin_charge": [-0.27, -0.68, -0.05, -0.03, 0.87, 0.07, 0.06, 0.02],
  "energy_ev": -16406.28341,
  "lumo_energy_ha": [-0.03871, -0.02923],
  "e_above_lowest_kcal_mol": 152.00,
  "charge": 0,
  "orbital_gap_ev": [9.4, 7.3]
}